Here is C14H18N2O6 in the gas phase from the OMol25 dataset. Energies are from ωB97M-V/def2-TZVPD.

XYZ file:
```
40
Properties=species:S:1:pos:R:3:mulliken_charge:R:1
N -4.141 -2.114 -0.681 -0.71
C -3.240 -1.025 -0.252 -0.31
C -3.480 -0.438 1.144 -0.36
C -4.417 0.729 0.871 -0.91
C -3.806 1.799 -0.041 0.71
O -2.791 1.927 -0.672 -0.56
O -4.535 3.007 -0.088 -0.51
C -1.719 -1.395 -0.476 0.42
O -1.416 -2.610 -0.610 -0.73
N -0.910 -0.405 -0.926 -0.06
C 0.555 -0.653 -0.626 0.01
C 1.300 0.672 -0.731 -0.96
C 2.757 0.657 -0.522 0.26
C 3.288 0.823 0.801 -0.51
C 4.626 0.784 1.006 -0.72
C 5.575 0.347 0.052 0.65
O 6.868 0.383 0.259 -0.62
C 5.115 0.134 -1.233 -0.44
C 3.754 0.325 -1.509 -0.45
C 0.863 -1.030 0.871 0.41
O 0.061 -0.738 1.745 -0.58
O 2.046 -1.686 1.028 -0.43
H -3.488 -3.136 -0.784 0.39
H -4.492 -1.755 -1.816 0.34
H -3.412 -0.139 -1.016 0.25
H -2.628 0.012 1.672 0.28
H -4.066 -1.163 1.834 0.36
H -4.513 1.148 1.938 0.40
H -5.397 0.350 0.438 0.34
H -5.383 2.908 0.311 0.31
H -1.332 0.444 -0.623 0.37
H 0.753 -1.509 -1.313 0.42
H 1.157 1.166 -1.830 0.35
H 0.801 1.351 0.001 0.39
H 2.570 1.130 1.551 0.39
H 4.988 1.129 1.895 0.36
H 7.230 0.940 1.100 0.36
H 5.529 -0.195 -2.167 0.36
H 3.462 0.017 -2.516 0.30
H 1.869 -2.194 1.917 0.43
```

As for the spin multiplicity: 1. The calculation puts the LUMO energy at 0.516 eV. Its molar mass is 310.3 g mol⁻¹. As for the orbital gap: 8.79 eV.